## P
The following is a quantum chemistry calculation of 9 unconnected molecules or ions with the total composition C27H63N9O9, from the OMol25 dataset.

SMILES: CNC(C)=O.CNC(C)=O.CNC(C)=O.CNC(C)=O.CNC(C)=O.CNC(C)=O.CNC(C)=O.CNC(C)=O.CNC(C)=O
LUMO energy: 0.29 eV
HOMO: -9.02 eV

Structure (ORCA input):
```
! wB97M-V def2-TZVPD RIJCOSX def2/J DEFGRID3
* xyz 0 1
C 3.98487 -3.69579 -19.20846
N 4.51721 -4.91440 -18.62435
C 5.04749 -5.95291 -19.29261
C 5.56007 -7.08696 -18.40062
O 5.31173 -5.92129 -20.48834
H 2.99380 -3.41879 -18.84599
H 3.94109 -3.91039 -20.27535
H 4.63907 -2.86561 -18.94008
H 4.38616 -4.96478 -17.61774
H 6.29141 -7.64409 -18.98504
H 4.77227 -7.83495 -18.27657
H 5.96587 -6.66967 -17.48481
C 7.64462 -1.76388 -17.88783
N 7.10929 -1.88025 -19.21504
C 7.66005 -2.66159 -20.20455
C 6.76526 -2.76519 -21.40642
O 8.64532 -3.34372 -20.03789
H 6.99994 -2.27001 -17.16004
H 7.81439 -0.74561 -17.53908
H 8.58685 -2.30132 -17.78480
H 6.33963 -1.30661 -19.50622
H 7.22331 -3.43962 -22.12816
H 6.50818 -1.79052 -21.81886
H 5.85753 -3.31419 -21.15342
C 9.19686 -7.98737 -12.32381
N 8.26905 -7.96402 -11.18498
C 7.06826 -7.32604 -11.27718
C 6.22489 -7.18726 -10.01342
O 6.68493 -6.80171 -12.31419
H 9.08880 -8.91742 -12.88234
H 10.16189 -7.79119 -11.86770
H 8.93713 -7.19498 -13.02180
H 8.63694 -8.12975 -10.26658
H 5.79716 -8.18937 -9.96037
H 5.50165 -6.42196 -10.26453
H 6.90131 -6.83728 -9.23668
C 0.72529 -6.63316 -17.31353
N 1.07933 -5.88212 -16.09951
C 0.15624 -5.25793 -15.33461
C 0.70763 -4.44066 -14.19621
O -1.02281 -5.58436 -15.39467
H 0.38605 -7.63325 -17.05151
H 1.55745 -6.58971 -18.01142
H -0.08966 -6.09158 -17.79780
H 2.08441 -5.80203 -16.06956
H 0.31302 -3.43098 -14.11562
H 1.78534 -4.29992 -14.33799
H 0.62495 -5.00780 -13.26952
C 13.53232 -7.69158 -15.08676
N 12.44791 -7.69311 -16.01640
C 11.17504 -7.30239 -15.74883
C 10.12858 -7.40653 -16.84016
O 10.90248 -6.78986 -14.66660
H 14.03822 -6.76432 -14.79804
H 14.31220 -8.21792 -15.64826
H 13.32866 -8.20403 -14.14412
H 12.60369 -8.10173 -16.91938
H 9.30309 -8.04553 -16.53845
H 10.66362 -7.77254 -17.71728
H 9.73810 -6.39936 -16.95277
C -1.04518 -7.82098 -11.77315
N -0.22269 -8.92610 -12.26298
C 1.12576 -8.78916 -12.37335
C 1.84593 -9.69964 -13.31458
O 1.74255 -7.95036 -11.72173
H -0.67498 -7.49831 -10.80038
H -1.99160 -8.26850 -11.46600
H -1.08458 -7.03186 -12.51765
H -0.65185 -9.67989 -12.76833
H 1.22578 -10.37155 -13.91181
H 2.61271 -10.26824 -12.79277
H 2.30178 -9.06144 -14.07599
C 5.42321 -10.08090 -12.92501
N 4.41658 -10.20071 -13.95914
C 4.61165 -9.96958 -15.28135
C 5.99861 -9.65069 -15.77282
O 3.64606 -10.03163 -16.03510
H 6.29001 -10.68920 -13.20378
H 5.25172 -10.47919 -11.92343
H 5.73390 -9.04530 -12.76151
H 3.46497 -10.39166 -13.69895
H 6.34827 -8.66318 -15.45818
H 6.23230 -9.72325 -16.83205
H 6.74327 -10.33387 -15.34529
C 3.69133 -4.46319 -11.48800
N 3.06473 -5.40927 -10.59094
C 3.05091 -5.39023 -9.23594
C 2.26692 -6.48195 -8.51995
O 3.73278 -4.53814 -8.65602
H 2.93501 -4.29125 -12.26114
H 4.65819 -4.85578 -11.79582
H 3.66110 -3.46685 -11.04695
H 2.75317 -6.27799 -11.01240
H 1.95361 -6.13786 -7.53767
H 3.00460 -7.26214 -8.32663
H 1.41629 -6.75385 -9.13781
C 7.55127 -5.36581 -15.39586
N 6.54641 -6.33420 -15.00158
C 5.23679 -6.17837 -15.17523
C 4.33239 -7.20605 -14.50779
O 4.74867 -5.22964 -15.80696
H 8.49359 -5.54321 -14.88471
H 7.22993 -4.38739 -15.01868
H 7.62526 -5.20322 -16.47034
H 6.82251 -7.06204 -14.36583
H 3.87258 -7.79302 -15.30498
H 3.60384 -6.62342 -13.94830
H 4.91979 -7.86059 -13.86729
*
```

Atom charges from the Löwdin analysis, given in e for atoms 1 to 99: -0.06 0.02 -0.54 0.01 0.02 0.08 0.08 0.06 0.08 0.08 0.08 0.05 -0.08 -0.01 -0.55 0.00 0.05 0.07 0.08 0.08 0.12 0.09 0.08 0.05 -0.05 0.02 -0.54 0.03 0.01 0.08 0.09 0.06 0.13 0.09 0.06 0.09 -0.06 0.01 -0.56 0.00 0.03 0.08 0.08 0.08 0.10 0.09 0.06 0.07 -0.09 0.00 -0.53 0.02 0.02 0.09 0.09 0.09 0.12 0.08 0.08 0.08 -0.04 0.02 -0.51 0.01 0.02 0.08 0.09 0.08 0.13 0.11 0.08 0.08 -0.06 -0.01 -0.56 0.01 0.03 0.08 0.09 0.05 0.03 0.06 0.09 0.08 -0.05 -0.01 -0.55 0.01 0.00 0.06 0.07 0.09 0.08 0.08 0.08 0.06 -0.04 0.01 -0.53

## Q
The following is a quantum chemistry calculation of 9 unconnected molecules or ions with the total composition C27H63N9O9, from the OMol25 dataset.

SMILES: CN(C)C=O.CN(C)C=O.CN(C)C=O.CN(C)C=O.CN(C)C=O.CN(C)C=O.CN(C)C=O.CN(C)C=O.CN(C)C=O
LUMO energy: 0.26 eV
HOMO: -8.32 eV

Structure (ORCA input):
```
! wB97M-V def2-TZVPD RIJCOSX def2/J DEFGRID3
* xyz 0 1
C 1.83361 -4.15843 -4.63600
N 0.42891 -4.14424 -4.24499
C -0.42464 -5.20054 -4.75773
C 0.03069 -3.34542 -3.24944
O -1.09317 -3.33794 -2.77129
H 2.43455 -4.58592 -3.82542
H 2.21812 -3.15055 -4.79308
H 2.05037 -4.76577 -5.50953
H -0.05876 -6.17044 -4.40281
H -1.41388 -5.11049 -4.31693
H -0.45289 -5.19347 -5.84406
H 0.83937 -2.64442 -2.98764
C 1.17484 -3.86698 5.57285
N 1.93391 -2.99827 4.66780
C 3.38791 -3.21755 4.69501
C 1.43790 -1.92401 4.06324
O 2.13385 -1.12257 3.45551
H 1.60688 -4.86478 5.52446
H 0.13352 -3.91786 5.26310
H 1.29590 -3.52755 6.60270
H 3.84911 -2.23327 4.78303
H 3.63803 -3.88758 5.50847
H 3.75651 -3.61765 3.74862
H 0.34406 -1.83324 4.15844
C -0.30587 1.50447 -1.08888
N 0.18257 0.46731 -0.20499
C 0.57650 -0.73643 -0.94626
C 0.02487 0.47180 1.13281
O -0.47370 1.40116 1.73810
H -1.09615 1.02795 -1.68106
H 0.50838 1.84924 -1.72655
H -0.73263 2.34092 -0.53713
H 1.15823 -1.44097 -0.35003
H -0.31641 -1.29182 -1.24981
H 1.17450 -0.40855 -1.79356
H 0.31720 -0.49025 1.57651
C -1.61928 4.08879 2.40088
N -2.39093 5.30154 2.61260
C -3.10133 5.79399 1.45704
C -2.28265 6.01515 3.76661
O -2.94936 7.01775 3.98208
H -1.13434 3.58607 3.22892
H -0.83243 4.30903 1.66867
H -2.24795 3.35071 1.89761
H -3.64069 5.02712 0.90683
H -3.78246 6.56971 1.80002
H -2.36280 6.26760 0.80323
H -1.52663 5.63645 4.46865
C 3.60081 1.07284 -1.75527
N 4.01108 -0.26745 -2.10901
C 4.76694 -0.94411 -1.06300
C 3.77912 -0.81683 -3.31327
O 4.17907 -1.91236 -3.66897
H 3.17167 1.09850 -0.74885
H 2.92554 1.59117 -2.43350
H 4.48999 1.70786 -1.64747
H 5.14058 -1.86066 -1.52391
H 5.64036 -0.39567 -0.71667
H 4.09487 -1.25746 -0.26477
H 3.07829 -0.18890 -3.88877
C -0.87275 2.21734 -4.40642
N -1.26785 0.85051 -4.65790
C -2.67387 0.57903 -4.47489
C -0.40169 -0.13720 -4.93886
O 0.80678 -0.04192 -5.02788
H -1.03210 2.43887 -3.34980
H -1.52097 2.87744 -4.99023
H 0.15614 2.45133 -4.66409
H -3.11575 1.25010 -3.73675
H -3.25434 0.73328 -5.39192
H -2.87102 -0.44036 -4.14284
H -0.92106 -1.09988 -5.09276
C -5.08862 3.32878 -2.64297
N -3.98129 4.26406 -2.49891
C -4.10206 5.51710 -3.21569
C -2.92522 3.97972 -1.70146
O -1.99699 4.73710 -1.50322
H -4.82222 2.40915 -2.12287
H -5.17719 3.06894 -3.70104
H -6.04309 3.71202 -2.28719
H -4.20245 5.37921 -4.29207
H -4.97749 6.03231 -2.81071
H -3.22910 6.13108 -3.01005
H -3.06486 2.98236 -1.24796
C 0.79531 -6.28031 1.56443
N 1.32806 -5.32646 0.62410
C 1.13373 -5.59521 -0.78003
C 1.89750 -4.17196 1.03657
O 2.38228 -3.41087 0.23458
H -0.17402 -5.98862 1.98784
H 1.42254 -6.44200 2.44730
H 0.68021 -7.26444 1.11464
H 1.56373 -4.80395 -1.39353
H 1.67417 -6.51338 -1.01827
H 0.08520 -5.61771 -1.08454
H 1.85918 -4.01206 2.11954
C 0.18672 1.74975 4.66246
N -0.02847 2.28006 6.00343
C -0.77148 1.49713 6.95209
C 0.44073 3.50842 6.34982
O 0.96482 4.29014 5.58849
H 0.77379 0.82878 4.72849
H 0.75970 2.48179 4.10713
H -0.73657 1.45300 4.17017
H -1.82397 1.41281 6.64949
H -0.47290 0.44789 7.03352
H -0.76945 1.95155 7.94064
H 0.29856 3.63856 7.43696
*
```

Atom charges from the Löwdin analysis, given in e for atoms 1 to 99: -0.04 -0.18 -0.04 -0.38 -0.02 0.09 0.07 0.09 0.09 0.08 0.09 0.13 -0.05 -0.20 -0.03 -0.38 0.00 0.08 0.09 0.09 0.09 0.08 0.09 0.14 -0.04 -0.17 -0.04 -0.30 0.00 0.09 0.08 0.08 0.07 0.09 0.07 0.13 -0.06 -0.19 -0.05 -0.32 -0.01 0.06 0.10 0.08 0.07 0.08 0.09 0.13 -0.07 -0.19 -0.03 -0.34 0.00 0.09 0.08 0.09 0.08 0.09 0.08 0.12 -0.04 -0.18 -0.06 -0.34 0.00 0.05 0.10 0.10 0.07 0.09 0.09 0.14 -0.06 -0.19 -0.04 -0.37 0.01 0.08 0.09 0.09 0.09 0.09 0.09 0.13 -0.07 -0.18 -0.04 -0.32 0.01 0.09 0.08 0.09 0.07 0.10 0.10 0.12 -0.05 -0.19 -0.08

Calculated relative energies: P 0.0000; Q 0.0908, given in hartree

## P
The following is a quantum chemistry calculation of 8 unconnected molecules or ions with the total composition C22H60O8, from the OMol25 dataset.

SMILES: CC(C)O.CC(C)O.CC(C)O.CC(C)O.CC(C)O.CC(C)O.CC(C)O.CO
LUMO energy: 0.56 eV
HOMO: -9.32 eV

Structure (ORCA input):
```
! wB97M-V def2-TZVPD RIJCOSX def2/J DEFGRID3
* xyz 0 1
C 1.92685 3.24677 1.40597
C 2.98520 2.68898 0.46541
C 3.06977 3.49504 -0.83903
O 4.23055 2.57722 1.18054
H 0.94013 3.29392 0.94421
H 2.15709 4.32053 1.62330
H 1.97309 2.71848 2.35259
H 2.72444 1.67253 0.23933
H 2.09061 3.81702 -1.15666
H 3.43483 2.91332 -1.66529
H 3.68955 4.36742 -0.69569
H 4.88445 3.25935 0.96603
C -1.75532 2.73796 3.20684
C -0.79568 2.49490 4.43642
C -0.24834 1.06838 4.39564
O 0.34043 3.40354 4.32663
H -1.23133 2.34679 2.33921
H -2.02521 3.76436 3.13813
H -2.59799 2.15423 3.30778
H -1.37505 2.70572 5.29073
H 0.28831 0.89920 5.35961
H 0.51273 1.01512 3.61135
H -1.01316 0.33215 4.27496
H 0.54665 3.96886 5.06523
C 0.82358 -1.11997 0.80035
C 0.02568 -0.63135 -0.33231
C 0.80377 -0.66496 -1.67278
O -1.15914 -1.40811 -0.58781
H 0.99241 -2.17170 0.80981
H 0.40947 -0.76110 1.70991
H 1.80118 -0.66103 0.77970
H -0.32953 0.37618 -0.15291
H 0.07915 -0.33109 -2.37162
H 1.15644 -1.66545 -1.91971
H 1.56311 0.09238 -1.57576
H -0.86957 -2.32794 -0.75633
C -1.33002 -5.71924 0.43824
C -0.01842 -5.59281 -0.25629
C 0.01513 -6.37956 -1.57278
O 0.05681 -4.19124 -0.41352
H -2.03137 -5.10014 -0.09892
H -1.23386 -5.25956 1.45255
H -1.72357 -6.70492 0.39580
H 0.77242 -6.00539 0.35460
H 0.03282 -7.42261 -1.35113
H 0.95558 -6.16688 -2.11040
H -0.81070 -6.07911 -2.30311
H 0.97901 -4.01332 -0.59848
C -3.84394 2.10288 -1.18505
C -4.19070 0.84694 -0.44062
C -4.79531 -0.21475 -1.43046
O -3.09937 0.30938 0.28908
H -4.74144 2.60380 -1.52831
H -3.31079 1.81043 -2.00994
H -3.33315 2.77899 -0.52055
H -4.94175 1.18826 0.30032
H -3.98327 -0.43807 -2.11369
H -5.70736 0.20489 -1.94280
H -5.04841 -1.20138 -0.95000
H -2.56123 -0.40827 -0.16100
C 5.11621 -3.43914 -0.12431
C 3.90921 -4.26284 0.17575
C 3.27257 -4.00365 1.52086
O 2.92097 -4.01283 -0.85122
H 5.24538 -3.26552 -1.22707
H 6.08651 -3.82904 0.20767
H 4.96612 -2.43189 0.27592
H 4.16664 -5.36050 0.12895
H 2.40999 -4.64761 1.77496
H 3.00247 -2.99191 1.61863
H 3.98286 -4.21132 2.37092
H 3.35986 -3.85598 -1.67787
C -3.97023 2.85043 -4.73816
C -4.83066 3.94504 -4.21741
C -4.30546 5.30018 -4.65347
O -6.23972 3.69076 -4.62085
H -2.88894 3.01091 -4.42864
H -3.94466 2.89440 -5.79573
H -4.21692 1.86742 -4.29517
H -4.83891 3.88546 -3.11738
H -4.31018 5.24715 -5.72753
H -3.34574 5.37731 -4.22117
H -5.01386 6.03678 -4.36119
H -6.19543 3.41176 -5.54914
C 5.01245 0.60048 3.83588
O 4.47396 0.13992 2.60586
H 5.85991 1.31512 3.71299
H 4.22541 1.11233 4.40455
H 5.42512 -0.25990 4.36908
H 4.50884 0.95067 2.05696
*
```

In elementary charge units, the Löwdin charges are: -0.05 -0.45 -0.04 -0.07 0.08 0.10 0.06 0.11 0.08 0.07 0.08 0.11 -0.03 -0.42 -0.05 -0.07 0.07 0.07 0.05 0.11 0.09 0.06 0.07 0.08 -0.04 -0.45 -0.02 -0.08 0.06 0.07 0.08 0.13 0.07 0.08 0.06 0.08 -0.06 -0.51 -0.05 -0.08 0.08 0.10 0.07 0.13 0.06 0.07 0.11 0.04 -0.07 -0.49 -0.05 -0.08 0.07 0.04 0.08 0.13 0.06 0.09 0.09 0.06 -0.06 -0.47 -0.05 -0.07 0.09 0.09 0.08 0.15 0.08 0.05 0.11 0.08 -0.08 -0.48 -0.05 -0.07 0.11 0.06 0.08 0.11 0.08 0.07 0.07 0.08 -0.18 -0.15 0.08 0.07 0.07 0.03

## Q
The following is a quantum chemistry calculation of 8 unconnected molecules or ions with the total composition C22H60O8, from the OMol25 dataset.

SMILES: CC(C)O.CC(C)O.CC(C)O.CC(C)O.CC(C)O.CC(C)O.CCO.CCO
LUMO energy: 0.44 eV
HOMO: -9.66 eV

Structure (ORCA input):
```
! wB97M-V def2-TZVPD RIJCOSX def2/J DEFGRID3
* xyz 0 1
C 2.68462 5.42165 -1.12121
C 1.94146 4.09190 -1.38256
C 2.77709 3.07681 -2.15379
O 1.55353 3.50751 -0.17984
H 2.12737 6.08652 -0.46128
H 2.77118 5.98761 -2.04873
H 3.64437 5.31631 -0.61536
H 1.03916 4.32487 -1.94795
H 3.22549 3.66493 -2.95452
H 2.25252 2.22221 -2.58110
H 3.54981 2.74107 -1.46221
H 1.33097 2.58854 -0.34580
C -0.16381 -0.26904 -3.97956
C -0.81110 -1.61303 -4.25280
C -1.16567 -2.31668 -2.91327
O -1.99877 -1.34816 -4.97840
H 0.23056 0.08546 -4.93187
H 0.72256 -0.36393 -3.35231
H -0.80328 0.47177 -3.49962
H -0.22755 -2.35186 -4.80206
H -0.27581 -2.41290 -2.29118
H -1.51790 -3.33880 -3.05224
H -1.92512 -1.73361 -2.39234
H -2.37617 -2.18378 -5.26287
C 4.33963 -2.08605 -1.27497
C 5.56312 -2.32461 -0.44292
C 5.29376 -2.05396 1.04429
O 5.86875 -3.72086 -0.51338
H 3.46680 -2.67886 -1.00139
H 4.62026 -2.24642 -2.31594
H 4.00406 -1.05397 -1.17346
H 6.40843 -1.71223 -0.75683
H 5.20367 -0.98930 1.25988
H 6.08330 -2.48949 1.65669
H 4.34691 -2.52029 1.31656
H 6.54500 -3.96316 0.12346
C 1.23930 -0.85408 -0.12705
C -0.12514 -0.14073 -0.06518
C -0.65789 0.04572 1.35085
O -0.03649 1.10364 -0.70434
H 2.02546 -0.31850 0.40513
H 1.47584 -1.10148 -1.16192
H 1.15969 -1.82610 0.35970
H -0.82238 -0.77252 -0.61545
H -0.03121 0.79336 1.83707
H -0.57893 -0.90079 1.88564
H -1.72194 0.28200 1.34185
H -0.95251 1.38675 -0.75300
C -2.56954 -6.54402 0.21926
C -1.43666 -5.74909 0.87896
C -1.49558 -4.28572 0.56258
O -1.55555 -5.98009 2.29511
H -3.49217 -6.25693 0.72370
H -2.49582 -7.59464 0.50007
H -2.72701 -6.41177 -0.85117
H -0.49424 -6.18471 0.54704
H -2.39386 -3.77160 0.90443
H -1.65713 -4.16797 -0.50893
H -0.56130 -3.79985 0.84389
H -2.13359 -5.27233 2.58927
C -2.54570 3.11231 0.47688
C -3.07213 2.72313 -0.86340
C -2.28696 3.37758 -2.00616
O -2.80556 1.35498 -1.05604
H -2.61756 4.19314 0.59825
H -1.50564 2.83263 0.64472
H -3.19251 2.81263 1.30146
H -4.12948 2.97895 -0.93188
H -2.67832 3.13407 -2.99390
H -1.23718 3.08719 -2.04787
H -2.13461 4.45397 -1.92702
H -3.22578 1.13813 -1.89149
C 0.31868 3.55184 3.48420
C -0.12422 4.69160 2.60647
O 1.02404 5.24309 2.07940
H 1.05013 2.90709 2.99697
H -0.42695 2.84927 3.85638
H 0.74349 4.04237 4.35999
H -0.65192 5.42715 3.21358
H -0.87695 4.45308 1.85506
H 1.37453 4.74484 1.33744
C -3.76373 -0.67637 3.40466
C -2.74240 -0.94387 4.48206
O -2.96924 -2.14360 5.14390
H -4.83252 -0.72769 3.61240
H -3.54714 -1.34724 2.57331
H -3.62191 0.29916 2.93955
H -2.84138 -0.17555 5.24885
H -1.76007 -0.85121 4.01887
H -3.21157 -2.03736 6.06672
*
```

In elementary charge units, the Löwdin charges are: -0.04 -0.50 -0.04 -0.07 0.07 0.08 0.09 0.12 0.08 0.07 0.09 0.06 -0.05 -0.48 -0.06 -0.05 0.08 0.07 0.08 0.13 0.06 0.07 0.08 0.09 -0.07 -0.49 -0.06 -0.06 0.08 0.08 0.07 0.13 0.08 0.07 0.08 0.08 -0.04 -0.48 -0.03 -0.07 0.09 0.05 0.07 0.11 0.08 0.07 0.06 0.02 -0.06 -0.48 -0.06 -0.05 0.08 0.08 0.08 0.14 0.09 0.06 0.08 0.08 -0.06 -0.47 -0.04 -0.06 0.09 0.07 0.09 0.14 0.08 0.07 0.08 0.11 -0.08 -0.35 -0.07 0.07 0.06 0.08 0.11 0.07 0.04 -0.09 -0.34 -0.06 0.08 0.06 0.06 0.11 0.10 0.09

Calculated relative energies: P 0.0113; Q 0.0000, given in hartree